The following is a DFT calculation (ωB97M-V/def2-TZVPD) of 3 unconnected molecules or ions with the total composition C34H21BrN2O4.

Calculated values
Net charge: 0
Kohn-Sham gap, eV: 8.7
E_HOMO, hartree: -0.3551
SMILES: C=C[C@@H](C#N)[C@H](Br)C#N.O=C1c2ccccc2C(=O)c2ccccc21.O=C1c2ccccc2C(=O)c2ccccc21
LUMO level, eV: -0.991
DFT total energy, Ha: -4292.7070

Atoms and positions in Å:
C -3.2913 0.2346 1.6415
C -1.9991 0.4835 1.4897
C -1.3996 1.0880 0.2153
C -1.7973 0.2435 -0.9367
N -1.9518 -0.2126 -1.9754
C -1.8231 2.6098 0.0708
Br -2.5215 3.0797 -1.7013
C -0.6298 3.4524 0.2893
N 0.3319 3.9525 0.6570
H -4.0194 0.5387 0.8923
H -3.5896 -0.3108 2.5313
H -1.3252 0.2764 2.3180
H -0.3116 1.0661 0.3100
H -2.5738 2.8055 0.8346
O 4.3912 5.1637 -2.6905
C 5.2877 4.8780 -1.9232
C 5.0151 4.6596 -0.4770
C 3.7110 4.7637 -0.0067
C 3.4365 4.5291 1.3301
C 4.4652 4.1875 2.2036
C 5.7691 4.0968 1.7440
C 6.0502 4.3372 0.4044
C 7.4568 4.2528 -0.0709
O 8.3636 4.0236 0.7039
C 7.7266 4.4506 -1.5210
C 9.0301 4.3411 -1.9913
C 9.2927 4.4939 -3.3425
C 8.2541 4.7565 -4.2306
C 6.9554 4.8785 -3.7651
C 6.6868 4.7306 -2.4094
H 2.9113 5.0238 -0.6872
H 2.4224 4.6065 1.6895
H 4.2476 3.9931 3.2462
H 6.5703 3.8367 2.4228
H 9.8352 4.1330 -1.2996
H 10.3080 4.4053 -3.7074
H 8.4604 4.8676 -5.2874
H 6.1473 5.0861 -4.4536
O -6.5069 -3.7685 -1.0444
C -5.9325 -4.4794 -0.2452
C -4.4648 -4.3580 -0.0327
C -3.7499 -3.4031 -0.7469
C -2.3896 -3.2547 -0.5333
C -1.7370 -4.0595 0.3963
C -2.4412 -5.0235 1.0992
C -3.8054 -5.1802 0.8844
C -4.5445 -6.2305 1.6346
O -3.9628 -6.9790 2.3937
C -6.0154 -6.3382 1.4372
C -6.7299 -7.2902 2.1550
C -8.1035 -7.3830 2.0034
C -8.7699 -6.5246 1.1343
C -8.0609 -5.5823 0.4079
C -6.6817 -5.4880 0.5526
H -4.2588 -2.7744 -1.4656
H -1.8378 -2.5097 -1.0867
H -0.6757 -3.9343 0.5703
H -1.9345 -5.6540 1.8176
H -6.2102 -7.9538 2.8329
H -8.6586 -8.1231 2.5654
H -9.8444 -6.5935 1.0234
H -8.5770 -4.9168 -0.2709


The following is a DFT calculation (ωB97M-V/def2-TZVPD) of a molecular structure, C34H22BrMoN5O8S2.

Calculated values
Net charge: 0
Kohn-Sham gap, eV: 6.1
E_HOMO, hartree: -0.3246
LUMO level, eV: -2.700
Relative energy (zero: lowest compared OMol25 entry of this formula, charge and spin), kJ/mol: 141.10
DFT total energy, Ha: -5623.0872

Atoms and positions in Å:
Mo 0.3010 1.3885 -0.5953
S -1.5832 2.8635 -0.7886
C -2.2063 2.4499 0.7848
S -1.1337 1.3972 1.6155
C -3.3521 2.9843 1.2853
C -4.1253 3.9074 0.5228
N -4.7474 4.6590 -0.0871
C -3.7896 2.6462 2.5970
N -4.1391 2.3532 3.6533
Br 3.1205 5.5790 -5.1573
C 2.2315 4.5248 -3.8587
C 2.9570 3.9661 -2.8220
C 2.3036 3.1839 -1.8801
C 0.9280 2.9708 -1.9516
C 0.2288 3.5366 -3.0085
C 0.8677 4.3130 -3.9622
H 4.0214 4.1373 -2.7415
H 2.9075 2.7454 -1.0947
H -0.8384 3.3785 -3.1074
H 0.3052 4.7400 -4.7804
O 1.3685 4.1016 1.6886
C 1.8411 3.0175 1.5413
O 1.3503 2.1828 0.5818
C 2.9971 2.4743 2.2996
C 3.6592 3.3176 3.1854
C 4.7511 2.8509 3.8911
C 5.1610 1.5412 3.7013
C 4.5051 0.6842 2.8329
C 3.4147 1.1561 2.1254
N 6.3312 1.0434 4.4423
O 6.6659 -0.1099 4.2512
O 6.8833 1.8134 5.2019
H 3.3057 4.3321 3.3090
H 5.2897 3.4835 4.5809
H 4.8540 -0.3309 2.7201
H 2.8820 0.4948 1.4570
O 1.0960 -0.5810 0.1619
C -0.0469 -1.0901 -0.0679
N -0.4870 -2.3122 0.2027
C -1.8907 -2.4377 -0.2039
C -2.1494 -1.0244 -0.7929
O -3.1784 -0.6230 -1.2587
N -0.9849 -0.3065 -0.6206
C -2.8294 -2.6176 0.9884
C -4.1861 -2.8029 0.7415
C -5.0646 -2.9923 1.7944
C -4.5987 -3.0016 3.1020
C -3.2518 -2.7990 3.3520
C -2.3687 -2.6009 2.2990
C -2.0436 -3.5766 -1.2022
C -1.8673 -4.8762 -0.7330
C -1.9232 -5.9494 -1.6058
C -2.1712 -5.7315 -2.9544
C -2.3681 -4.4415 -3.4191
C -2.3007 -3.3626 -2.5478
H 0.0826 -3.0837 0.5042
H -4.5487 -2.7895 -0.2787
H -6.1182 -3.1366 1.5936
H -5.2843 -3.1615 3.9238
H -2.8815 -2.7919 4.3689
H -1.3232 -2.4225 2.5111
H -1.7069 -5.0516 0.3259
H -1.7784 -6.9551 -1.2333
H -2.2144 -6.5694 -3.6382
H -2.5684 -4.2694 -4.4687
H -2.4523 -2.3584 -2.9193
C 2.6267 -0.6188 -3.0659
C 1.1599 -0.6252 -2.7267
O 0.4225 -1.5532 -2.9227
O 0.7406 0.5605 -2.2376
H 2.8868 -1.5281 -3.5982
H 3.1963 -0.5537 -2.1370
H 2.8588 0.2580 -3.6704


The following is a DFT calculation (ωB97M-V/def2-TZVPD) of a molecular structure, C34H22Cl10KN2O2S2Se.

Calculated values
Net charge: -1
Kohn-Sham gap, eV: 4.6
E_HOMO, hartree: -0.1039
LUMO level, eV: 1.760
Relative energy (zero: lowest compared OMol25 entry of this formula, charge and spin), kJ/mol: 0.00
DFT total energy, Ha: -9968.3039

Atoms and positions in Å:
K 13.0940 14.9684 10.1869
O 13.4237 15.0470 12.9703
S 12.6140 14.4757 14.0991
C 13.7765 13.3124 14.9111
C 15.2674 13.4741 14.7607
C 15.9041 12.8756 13.5019
C 16.9671 13.7887 12.9750
S 17.4386 13.2657 11.2581
O 16.1914 13.8095 10.5097
C 18.8549 14.3435 11.0135
C 18.5355 15.4353 10.2363
C 19.5653 16.2301 9.6684
C 20.8716 16.0921 10.1084
C 21.1737 15.0679 11.0158
C 20.1726 14.2466 11.5018
C 12.5925 15.9663 15.1989
C 11.4589 16.2208 15.9972
C 11.2918 17.4831 16.6186
C 12.1458 18.5278 16.3347
C 13.1616 18.3224 15.4360
C 13.4801 17.0135 14.9711
H 13.4517 12.3175 14.5114
H 13.4145 13.2566 15.9551
H 15.7330 13.0773 15.6836
H 15.4613 14.5539 14.7763
H 15.0547 12.8250 12.7856
H 16.2814 11.8766 13.7505
H 17.8789 13.8226 13.6237
H 16.5942 14.8245 12.8656
H 17.5282 15.6462 9.9257
H 19.2899 17.0343 9.0288
H 21.6491 16.7105 9.7052
H 22.1759 14.8808 11.4682
H 20.3783 13.4935 12.2447
H 10.6835 15.4900 16.1091
H 10.5637 17.6217 17.3294
H 11.9584 19.5219 16.7475
H 13.9443 19.0811 15.1845
H 14.3825 16.8733 14.3201
Cl 11.3016 11.1152 7.1318
C 10.0876 11.9873 7.7913
C 9.7801 11.7961 9.1673
C 8.5400 12.4092 9.5875
Cl 8.0969 12.2131 11.1858
C 7.7335 13.2379 8.7762
Cl 6.3417 13.9841 9.4686
C 8.2082 13.5349 7.4402
Cl 7.4891 14.8794 6.6310
C 9.3733 12.8788 6.9675
Cl 9.9422 13.3013 5.3950
Cl 14.6398 17.8521 11.1144
C 13.1300 18.5249 10.3661
C 12.4147 17.6904 9.6114
C 11.3911 17.9431 8.7528
Cl 10.6081 16.6672 7.8748
C 10.9847 19.2857 8.9322
Cl 9.7262 19.8676 7.9390
C 11.4976 20.1568 9.9131
Cl 10.4066 21.4568 10.4647
C 12.6691 19.8243 10.5955
Cl 13.3644 20.8931 11.6643
Se 11.0296 11.3303 10.6150
N 12.6861 12.0204 10.0064
C 13.3145 10.9491 9.5385
C 14.7258 10.9311 9.3336
C 15.2863 9.6927 9.1479
C 14.5862 8.4441 9.1725
C 13.2117 8.3504 9.2878
C 12.5784 9.6009 9.5425
N 11.2792 9.6460 9.8694
H 15.2998 11.8642 9.4355
H 16.3929 9.6288 8.9030
H 15.2780 7.5756 9.1462
H 12.6439 7.4278 9.4619